1.
{"formula": "C70H97Br3F12N16O12S4", "method": "ωB97M-V/def2-TZVPD", "symbols": ["C", "N", "C", "C", "C", "C", "C", "C", "C", "C", "N", "C", "C", "C", "H", "H", "H", "H", "H", "H", "H", "H", "H", "H", "H", "H", "H", "H", "C", "N", "C", "C", "C", "C", "C", "C", "C", "C", "N", "C", "C", "C", "H", "H", "H", "H", "H", "H", "H", "H", "H", "H", "H", "H", "H", "H", "C", "N", "C", "C", "C", "C", "C", "C", "C", "C", "N", "C", "C", "C", "H", "H", "H", "H", "H", "H", "H", "H", "H", "H", "H", "H", "H", "H", "C", "C", "N", "C", "C", "N", "C", "C", "H", "H", "H", "H", "H", "H", "H", "H", "H", "H", "H", "C", "C", "N", "C", "C", "N", "C", "C", "H", "H", "H", "H", "H", "H", "H", "H", "H", "H", "H", "C", "C", "N", "C", "C", "N", "C", "C", "H", "H", "H", "H", "H", "H", "H", "H", "H", "H", "H", "C", "C", "N", "C", "C", "N", "C", "C", "H", "H", "H", "H", "H", "H", "H", "H", "H", "H", "H", "C", "C", "N", "C", "C", "N", "C", "C", "H", "H", "H", "H", "H", "H", "H", "H", "H", "H", "H", "Br", "Br", "Br", "C", "F", "F", "F", "S", "O", "O", "O", "C", "F", "F", "F", "S", "O", "O", "O", "C", "F", "F", "F", "S", "O", "O", "O", "C", "F", "F", "F", "S", "O", "O", "O"], "positions_angstrom": [[6.123, -4.132, -7.406], [5.962, -3.794, -5.959], [6.808, -2.906, -5.476], [6.640, -2.413, -4.199], [5.582, -2.821, -3.469], [4.637, -3.784, -3.928], [4.919, -4.251, -5.198], [5.282, -2.033, -2.203], [5.597, -2.533, -0.964], [5.508, -1.700, 0.106], [5.083, -0.437, 0.015], [4.585, -0.006, -1.130], [4.725, -0.776, -2.303], [4.971, 0.430, 1.282], [5.731, -3.393, -8.117], [5.657, -5.081, -7.611], [7.080, -4.461, -7.641], [7.719, -2.641, -6.043], [7.363, -1.690, -3.857], [3.894, -4.198, -3.236], [4.350, -4.998, -5.709], [5.939, -3.538, -0.814], [5.786, -2.001, 1.092], [4.180, 1.004, -1.227], [4.455, -0.421, -3.311], [5.844, 0.266, 1.919], [3.990, 0.237, 1.742], [5.120, 1.440, 0.879], [-2.114, -1.967, 2.968], [-1.708, -1.042, 1.971], [-1.345, 0.201, 2.448], [-1.030, 1.195, 1.550], [-0.946, 0.837, 0.232], [-1.243, -0.421, -0.243], [-1.628, -1.407, 0.686], [-0.445, 1.815, -0.754], [-0.757, 1.739, -2.162], [-0.201, 2.682, -3.006], [0.672, 3.579, -2.588], [0.974, 3.706, -1.252], [0.437, 2.787, -0.363], [1.406, 4.487, -3.486], [-3.035, -1.658, 3.429], [-1.303, -1.976, 3.681], [-2.320, -2.960, 2.568], [-1.441, 0.367, 3.549], [-0.819, 2.143, 1.892], [-1.114, -0.730, -1.311], [-1.698, -2.447, 0.477], [-1.460, 0.988, -2.589], [-0.345, 2.669, -4.098], [1.748, 4.370, -1.007], [0.805, 2.916, 0.647], [2.408, 4.177, -3.490], [1.302, 5.446, -2.974], [0.910, 4.394, -4.493], [5.462, 3.332, -9.390], [4.026, 3.062, -9.600], [3.611, 2.744, -10.802], [2.289, 2.404, -11.012], [1.368, 2.459, -9.984], [1.839, 2.877, -8.701], [3.180, 3.159, -8.552], [-0.035, 1.980, -10.142], [-0.904, 2.936, -10.628], [-2.287, 2.755, -10.576], [-2.710, 1.502, -10.305], [-1.857, 0.502, -9.940], [-0.529, 0.727, -9.784], [-4.212, 1.318, -10.177], [5.775, 2.660, -8.610], [5.580, 4.309, -9.047], [6.055, 3.178, -10.245], [4.386, 2.584, -11.573], [2.039, 1.990, -11.983], [1.182, 2.944, -7.867], [3.591, 3.270, -7.562], [-0.527, 3.939, -10.742], [-3.091, 3.504, -10.733], [-2.296, -0.482, -9.810], [0.223, -0.008, -9.506], [-4.593, 1.754, -11.086], [-4.504, 1.747, -9.207], [-4.460, 0.277, -10.149], [8.171, 2.179, 0.691], [7.059, 3.241, 0.562], [7.543, 4.555, 0.061], [8.696, 5.173, 0.553], [8.949, 6.195, -0.307], [8.063, 6.105, -1.360], [7.250, 5.073, -1.083], [8.110, 6.959, -2.507], [7.815, 1.365, 1.235], [8.964, 2.791, 1.164], [8.461, 1.918, -0.347], [6.537, 3.298, 1.527], [6.241, 2.791, -0.016], [9.145, 4.900, 1.521], [9.727, 6.987, -0.340], [6.480, 4.650, -1.806], [7.332, 6.605, -3.198], [9.119, 6.751, -2.874], [7.884, 7.946, -2.218], [-9.917, -3.549, 7.280], [-9.382, -3.437, 8.733], [-8.040, -2.849, 8.827], [-7.731, -1.596, 9.326], [-6.401, -1.459, 9.488], [-5.827, -2.652, 9.077], [-6.862, -3.441, 8.704], [-4.421, -2.913, 8.721], [-10.986, -3.593, 7.494], [-9.535, -4.412, 6.774], [-9.621, -2.680, 6.758], [-9.374, -4.403, 9.241], [-10.136, -2.872, 9.389], [-8.471, -0.871, 9.640], [-5.781, -0.688, 9.889], [-6.753, -4.491, 8.458], [-4.112, -3.838, 9.093], [-3.741, -2.164, 9.129], [-4.444, -2.950, 7.623], [2.029, -4.390, 4.390], [2.337, -2.944, 4.026], [2.194, -2.028, 5.119], [2.362, -2.229, 6.482], [1.813, -1.200, 7.131], [1.342, -0.320, 6.176], [1.573, -0.907, 4.998], [0.540, 0.889, 6.399], [1.961, -4.953, 3.460], [1.032, -4.364, 4.917], [2.830, -4.804, 5.013], [1.661, -2.527, 3.234], [3.393, -2.782, 3.602], [2.927, -3.004, 6.922], [1.801, -0.948, 8.202], [1.171, -0.564, 4.080], [0.926, 1.357, 7.301], [-0.428, 0.556, 6.488], [0.668, 1.583, 5.602], [-1.126, 5.661, 4.527], [-1.286, 4.177, 4.156], [-2.275, 3.524, 5.125], [-3.538, 3.104, 4.709], [-4.119, 2.563, 5.780], [-3.201, 2.554, 6.828], [-2.135, 3.191, 6.389], [-3.399, 2.196, 8.220], [-0.808, 5.630, 5.579], [-2.117, 6.085, 4.506], [-0.382, 6.219, 3.977], [-0.319, 3.701, 3.982], [-1.841, 4.136, 3.159], [-3.853, 3.286, 3.678], [-5.107, 2.123, 5.949], [-1.251, 3.368, 7.010], [-3.495, 1.130, 8.242], [-4.308, 2.656, 8.521], [-2.596, 2.488, 8.794], [-9.369, -4.937, 3.161], [-8.116, -5.050, 2.269], [-7.071, -5.781, 2.930], [-7.150, -7.081, 3.318], [-6.083, -7.313, 4.111], [-5.244, -6.201, 4.024], [-5.919, -5.290, 3.371], [-3.930, -6.050, 4.569], [-9.773, -5.894, 3.462], [-10.166, -4.484, 2.628], [-9.153, -4.347, 4.033], [-7.682, -4.161, 1.957], [-8.459, -5.672, 1.424], [-7.927, -7.732, 2.915], [-5.581, -8.195, 4.504], [-5.596, -4.261, 3.233], [-3.579, -5.062, 4.426], [-3.269, -6.749, 4.095], [-3.987, -6.269, 5.603], [-2.480, -0.945, 6.666], [4.126, 3.387, -1.746], [1.747, 2.307, 3.101], [-7.870, -1.207, 4.064], [-8.117, -1.967, 2.923], [-7.290, -0.120, 3.516], [-9.038, -0.912, 4.691], [-6.669, -2.153, 5.117], [-6.579, -1.378, 6.305], [-7.251, -3.477, 5.329], [-5.457, -2.254, 4.297], [-1.584, 5.804, -7.256], [-2.760, 5.637, -7.916], [-0.829, 6.622, -7.969], [-1.781, 6.376, -6.025], [-0.985, 4.069, -6.946], [0.387, 4.214, -6.335], [-1.893, 3.478, -6.067], [-1.011, 3.540, -8.278], [1.774, -4.143, -0.546], [0.567, -4.461, -0.975], [2.170, -4.997, 0.484], [2.655, -4.431, -1.510], [1.860, -2.432, 0.192], [3.114, -2.423, 0.910], [1.762, -1.689, -1.045], [0.723, -2.322, 1.110], [2.439, 0.066, -6.251], [1.722, -1.063, -5.951], [1.838, 0.659, -7.309], [2.270, 0.867, -5.234], [4.194, -0.368, -6.614], [4.691, 0.908, -7.144], [4.765, -0.821, -5.363], [4.016, -1.357, -7.630]], "lowdin_charge": [0.040, -0.048, -0.010, 0.009, -0.132, 0.093, 0.034, -0.139, 0.029, -0.051, -0.052, -0.029, 0.069, 0.066, 0.111, 0.100, 0.082, 0.173, 0.147, 0.125, 0.140, 0.142, 0.141, -0.014, 0.120, 0.097, 0.079, 0.059, -0.024, -0.088, 0.029, -0.022, -0.141, 0.044, 0.003, -0.109, 0.066, -0.005, -0.073, -0.039, 0.012, -0.003, 0.073, 0.076, 0.109, 0.147, 0.033, 0.145, 0.134, 0.137, 0.135, 0.052, 0.025, -0.029, 0.115, 0.075, 0.053, -0.063, -0.002, 0.050, -0.100, 0.056, 0.024, -0.153, 0.014, 0.027, -0.068, 0.008, 0.050, 0.059, 0.091, 0.092, 0.094, 0.164, 0.140, 0.070, 0.151, 0.143, 0.172, 0.149, 0.142, 0.103, 0.122, 0.089, -0.039, -0.191, -0.022, 0.004, -0.005, -0.105, -0.060, 0.022, 0.039, 0.073, 0.100, 0.132, 0.024, 0.149, 0.161, 0.082, 0.114, 0.118, 0.095, -0.041, -0.145, -0.022, -0.024, -0.011, -0.058, -0.040, -0.029, 0.088, 0.063, 0.050, 0.125, 0.155, 0.142, 0.131, 0.175, 0.072, 0.064, 0.052, -0.045, -0.194, -0.042, -0.006, -0.002, -0.036, -0.075, -0.047, 0.075, 0.105, 0.084, 0.098, 0.149, 0.128, 0.155, 0.110, 0.107, -0.089, 0.002, -0.055, -0.165, -0.022, -0.010, -0.007, -0.072, -0.062, 0.004, 0.078, 0.078, 0.085, -0.006, 0.126, 0.142, 0.153, 0.179, 0.013, 0.100, 0.079, -0.039, -0.138, -0.045, -0.003, 0.015, -0.077, -0.037, 0.029, 0.080, 0.076, 0.045, 0.095, 0.141, 0.155, 0.144, 0.146, 0.089, 0.104, 0.097, -0.205, 0.025, -0.193, -0.570, 0.058, 0.112, 0.126, 0.437, -0.296, -0.339, -0.357, -0.611, 0.103, 0.160, 0.100, 0.500, -0.368, -0.263, -0.311, -0.611, 0.153, 0.059, 0.111, 0.494, -0.304, -0.299, -0.322, -0.644, 0.094, 0.098, 0.153, 0.483, -0.326, -0.308, -0.298], "molar_mass_g_mol": 1950.60, "charge": 4, "lumo_ev": -7.1, "homo_energy_ev": -13.55, "fmax_ev_per_a": 4.7, "de_lowest_kcal_mol": 0.0}

2.
{"formula": "C71H58AgN11OP4Se2", "method": "ωB97M-V/def2-TZVPD", "symbols": ["Ag", "C", "N", "C", "N", "C", "N", "C", "C", "C", "C", "C", "C", "C", "N", "N", "C", "O", "C", "C", "C", "C", "C", "C", "N", "C", "N", "C", "N", "C", "H", "H", "H", "H", "H", "H", "H", "H", "H", "H", "H", "H", "H", "H", "H", "H", "Se", "P", "C", "C", "C", "C", "C", "C", "C", "C", "C", "C", "C", "C", "C", "C", "N", "N", "N", "P", "Se", "C", "C", "C", "C", "C", "C", "C", "C", "C", "C", "C", "C", "H", "H", "H", "H", "H", "H", "H", "H", "H", "H", "H", "H", "H", "H", "H", "H", "H", "H", "H", "H", "C", "P", "C", "C", "C", "C", "C", "C", "C", "C", "C", "C", "C", "C", "P", "C", "C", "C", "C", "C", "C", "C", "C", "C", "C", "C", "C", "H", "H", "H", "H", "H", "H", "H", "H", "H", "H", "H", "H", "H", "H", "H", "H", "H", "H", "H", "H", "H", "H"], "positions_angstrom": [[0.254, -0.061, -0.240], [1.277, -5.879, -1.507], [1.684, -4.550, -1.062], [0.934, -3.452, -0.900], [1.670, -2.451, -0.462], [2.905, -3.017, -0.372], [2.966, -4.287, -0.718], [0.146, -6.441, -0.677], [-0.700, -7.401, -1.221], [-1.735, -7.935, -0.463], [-1.953, -7.502, 0.836], [-1.114, -6.535, 1.377], [-0.062, -6.020, 0.627], [-1.361, -6.011, 2.725], [-2.273, -6.321, 3.574], [-2.089, -5.467, 4.677], [-1.085, -4.723, 4.389], [-0.562, -5.009, 3.170], [-0.496, -3.602, 5.130], [-1.179, -3.022, 6.195], [-0.650, -1.903, 6.816], [0.541, -1.344, 6.368], [1.235, -1.927, 5.316], [2.500, -1.316, 4.769], [2.233, -0.537, 3.550], [1.408, -0.812, 2.541], [1.513, 0.119, 1.615], [2.459, 0.961, 2.115], [2.932, 0.597, 3.287], [0.721, -3.071, 4.719], [2.167, -6.498, -1.431], [0.988, -5.841, -2.555], [-0.132, -3.426, -1.089], [3.781, -2.474, -0.047], [-0.554, -7.724, -2.247], [-2.389, -8.681, -0.897], [-2.773, -7.890, 1.429], [0.584, -5.269, 1.065], [-2.125, -3.446, 6.511], [-1.179, -1.446, 7.643], [0.929, -0.446, 6.836], [3.224, -2.094, 4.534], [2.955, -0.624, 5.468], [0.741, -1.658, 2.513], [2.769, 1.869, 1.619], [1.264, -3.549, 3.909], [-4.978, 5.920, -0.811], [-4.653, 4.033, -1.684], [-6.130, 2.983, -1.573], [-7.302, 3.445, -2.172], [-8.473, 2.712, -2.068], [-8.486, 1.522, -1.345], [-7.327, 1.069, -0.734], [-6.145, 1.794, -0.851], [-4.291, 4.176, -3.462], [-4.703, 3.202, -4.370], [-4.425, 3.352, -5.722], [-3.717, 4.461, -6.168], [-3.285, 5.420, -5.261], [-3.579, 5.283, -3.911], [-3.348, 2.933, -1.084], [-2.443, 2.784, -0.016], [-1.743, 1.658, -0.274], [-2.180, 1.182, -1.421], [-3.138, 1.904, -1.935], [-2.123, 3.556, 1.608], [-0.298, 2.961, 2.478], [-3.565, 3.093, 2.616], [-3.384, 2.263, 3.718], [-4.489, 1.808, 4.431], [-5.770, 2.182, 4.049], [-5.951, 3.021, 2.955], [-4.853, 3.475, 2.239], [-2.162, 5.332, 1.342], [-2.735, 6.178, 2.283], [-2.673, 7.552, 2.105], [-2.017, 8.079, 1.000], [-1.421, 7.232, 0.074], [-1.497, 5.859, 0.240], [-7.294, 4.388, -2.708], [-9.379, 3.072, -2.539], [-9.404, 0.953, -1.256], [-7.334, 0.147, -0.165], [-5.242, 1.429, -0.377], [-5.239, 2.328, -4.020], [-4.760, 2.601, -6.427], [-3.503, 4.578, -7.224], [-2.730, 6.285, -5.607], [-3.282, 6.047, -3.201], [-2.379, 1.977, 4.004], [-4.345, 1.157, 5.285], [-6.630, 1.824, 4.604], [-6.948, 3.325, 2.655], [-5.002, 4.138, 1.394], [-3.245, 5.762, 3.145], [-3.134, 8.212, 2.829], [-1.973, 9.152, 0.860], [-0.907, 7.643, -0.785], [-1.039, 5.198, -0.486], [-1.099, -2.281, -3.352], [-1.221, -0.768, -2.202], [-2.868, -1.368, -1.584], [-2.990, -1.682, -0.229], [-4.181, -2.191, 0.281], [-5.273, -2.384, -0.556], [-5.164, -2.066, -1.902], [-3.973, -1.565, -2.409], [-0.775, 0.398, -3.572], [0.476, 1.016, -3.515], [0.877, 1.907, -4.505], [0.029, 2.194, -5.565], [-1.212, 1.574, -5.638], [-1.606, 0.683, -4.653], [0.570, -2.638, -4.049], [0.508, -1.841, -5.710], [1.523, -0.962, -6.067], [1.525, -0.349, -7.319], [0.506, -0.613, -8.220], [-0.517, -1.492, -7.872], [-0.512, -2.101, -6.627], [0.380, -4.401, -4.592], [1.493, -4.992, -5.204], [1.476, -6.321, -5.597], [0.342, -7.100, -5.380], [-0.768, -6.532, -4.777], [-0.748, -5.193, -4.384], [-1.828, -2.157, -4.155], [-1.401, -3.142, -2.760], [-2.157, -1.515, 0.440], [-4.256, -2.429, 1.336], [-6.202, -2.777, -0.161], [-6.011, -2.202, -2.564], [-3.911, -1.315, -3.464], [1.160, 0.787, -2.708], [1.853, 2.375, -4.444], [0.331, 2.895, -6.335], [-1.880, 1.792, -6.463], [-2.586, 0.216, -4.723], [2.311, -0.743, -5.354], [2.321, 0.337, -7.583], [0.503, -0.135, -9.193], [-1.314, -1.705, -8.575], [-1.304, -2.799, -6.371], [2.385, -4.395, -5.370], [2.350, -6.755, -6.071], [0.325, -8.139, -5.688], [-1.661, -7.125, -4.614], [-1.635, -4.776, -3.924]], "lowdin_charge": [0.623, -0.056, -0.129, -0.228, 0.045, -0.220, 0.116, -0.179, -0.024, -0.054, -0.014, -0.130, 0.030, -0.292, 0.129, 0.130, -0.297, 0.114, -0.130, -0.009, -0.051, -0.016, -0.204, -0.061, -0.102, -0.155, -0.027, -0.258, 0.123, 0.006, 0.137, 0.094, 0.113, 0.105, 0.104, 0.109, 0.118, 0.122, 0.120, 0.110, 0.121, 0.130, 0.125, 0.124, 0.107, 0.128, 0.348, 0.541, -0.361, -0.101, -0.078, -0.086, -0.078, -0.076, -0.348, -0.087, -0.094, -0.094, -0.078, -0.102, -0.391, -0.384, -0.034, -0.209, 0.055, 0.539, 0.297, -0.345, -0.111, -0.082, -0.085, -0.073, -0.093, -0.406, -0.094, -0.079, -0.085, -0.089, -0.118, 0.106, 0.103, 0.101, 0.098, 0.099, 0.104, 0.103, 0.101, 0.102, 0.070, 0.040, 0.099, 0.101, 0.109, 0.039, 0.110, 0.104, 0.103, 0.104, 0.110, -0.524, 0.941, -0.376, -0.114, -0.081, -0.098, -0.086, -0.096, -0.389, -0.128, -0.090, -0.087, -0.077, -0.093, 1.030, -0.387, -0.116, -0.090, -0.090, -0.083, -0.097, -0.393, -0.108, -0.082, -0.092, -0.106, -0.110, 0.041, 0.016, 0.073, 0.102, 0.102, 0.104, 0.095, 0.073, 0.105, 0.105, 0.101, 0.101, 0.098, 0.105, 0.101, 0.102, 0.104, 0.105, 0.104, 0.102, 0.105, 0.094], "molar_mass_g_mol": 1471.00, "charge": 0, "lumo_ev": -0.2, "homo_energy_ev": -7.46, "fmax_ev_per_a": 0.7, "de_lowest_kcal_mol": 20.8}